13
Properties=species:S:1:pos:R:3:forces:R:3 method="wB97M-V/def2-TZVPD" e_tot_ev=-63757.8337 total_charge=0 molar_mass_g_mol=174.792 gap_ev=10.011
O -1.103 -1.104 -0.455 -1.401 2.141 0.280
C -0.323 1.170 0.917 -1.733 2.295 -3.493
C 0.283 -1.150 -0.704 0.322 0.374 -0.134
O -0.220 0.857 2.139 1.461 0.958 -0.151
O 0.852 1.047 0.237 0.146 -0.498 0.832
C 0.883 0.228 -0.932 -0.195 0.029 -0.519
H 0.450 -1.754 -1.607 0.153 0.086 0.174
H 0.809 -1.620 0.146 -0.264 0.020 -0.240
H 0.350 0.739 -1.748 0.166 -0.108 0.111
H 1.947 0.127 -1.179 -0.298 0.126 -0.015
Ga -1.115 -0.061 3.331 -1.468 -1.439 1.883
O -1.333 1.661 0.355 1.956 -1.511 1.293
H -1.479 -0.138 -0.499 1.155 -2.473 -0.019

12
Properties=species:S:1:pos:R:3:forces:R:3 method="wB97M-V/def2-TZVPD" e_tot_ev=-30144.3992 spin_multiplicity=8 de_lowest_kj_mol=486.9 total_charge=+2 molar_mass_g_mol=246.320 gap_ev="7.845 / 8.525"
H 3.510 1.620 -0.860 0.027 -0.221 -0.065
O 2.024 0.930 -2.018 -0.141 -0.663 -0.086
C 3.188 0.886 -1.605 0.415 0.245 0.188
H 3.799 0.080 -2.019 -0.004 0.319 -0.106
O 1.191 1.847 -1.377 -0.804 -0.031 0.105
Gd -1.046 1.123 -1.189 0.581 0.697 -0.266
O -2.169 0.441 0.610 0.022 -2.659 1.551
C -2.436 -0.535 1.458 -2.116 4.564 -1.090
C -1.769 -1.696 1.588 1.887 -2.363 -0.008
H -3.311 -0.352 2.102 0.319 0.024 -0.230
H -2.093 -2.424 2.332 0.098 0.147 -0.220
H -0.888 -1.918 0.979 -0.284 -0.060 0.227

11
Properties=species:S:1:pos:R:3:forces:R:3 method="wB97M-V/def2-TZVPD" e_tot_ev=-20882.0833 de_lowest_kj_mol=15.0 total_charge=0 molar_mass_g_mol=308.888 gap_ev=8.230
H 1.033 1.935 2.213 0.228 -0.258 -0.009
N 0.275 1.540 1.676 -0.150 -0.698 -1.033
C 0.436 0.788 0.723 1.546 -0.092 0.541
I 2.807 0.095 0.100 -1.413 0.477 0.408
C -0.408 0.280 -0.396 -1.036 -2.300 1.453
C -0.413 -1.278 -0.770 2.533 1.697 -2.285
I -2.498 0.775 0.250 0.819 -0.109 -0.715
H -0.049 0.877 -1.170 -0.102 1.076 -1.794
H -0.835 -1.759 0.017 -1.254 -1.642 2.309
H -0.980 -1.532 -1.693 0.163 0.789 0.688
H 0.632 -1.721 -0.950 -1.334 1.060 0.436